Formula: CH4N2O3S
Source: the Open Molecules 2025 dataset
Level of theory: ωB97M-V/def2-TZVPD

Geometry as XYZ:
```
11
Properties=species:S:1:pos:R:3:forces:R:3
C 0.8106 0.4549 1.1787 -1.9 1.6 0.9
N 2.0588 0.3950 0.8190 -0.7 2.0 2.4
N 0.0261 -0.5529 0.6067 1.0 -0.1 -1.8
O -0.9397 0.4314 -2.0785 0.2 -2.1 3.9
O -2.2113 0.7105 0.6385 -0.3 0.6 0.0
O -2.1073 -1.6512 -0.2056 0.8 1.7 -0.3
S -1.5514 -0.3292 -0.0391 2.4 -1.2 -1.9
H -1.7451 0.8915 -2.2472 -1.2 0.7 -0.3
H 2.7632 1.0459 1.1945 -0.8 -0.7 -0.4
H 2.2797 -0.2611 0.1747 1.9 -2.5 -2.7
H 0.6165 -1.1346 -0.0416 -1.3 0.0 0.2
```
Forces are in eV/Å.

Properties
- E (Eh) = -773.76110
- frontier orbital gap (spin up / spin down) (Ha) = 0.28251 / 0.28254
- relative energy (zero: lowest compared OMol25 entry of this formula, charge and spin) (kJ/mol) = 432.56
- E_LUMO (spin up / spin down) (eV) = -1.61 / -1.61

These are the Löwdin partial charges, in e, on atoms 1 to 2: -0.20, 0.09